1.
46
Properties=species:S:1:pos:R:3 method="wB97M-V/def2-TZVPD" gap_ev="7.6 / 7.9" spin_multiplicity=2 homo_ev="-10.725 / -10.738" e_above_lowest_kj_mol=35.1 molar_mass_g_mol=436.528 total_charge=+1
Co -0.301 -0.569 -0.796
C -1.036 1.586 -3.649
C -0.414 2.122 -2.396
C -0.166 3.463 -2.192
C 0.425 3.862 -0.986
C 0.766 2.952 -0.014
C 0.530 1.591 -0.282
N -0.070 1.236 -1.448
N 0.712 0.482 0.475
Si 2.001 0.182 1.623
C 3.625 -0.019 0.726
C 1.554 -1.367 2.556
C 2.141 1.574 2.857
H -1.900 2.179 -3.947
H -1.351 0.551 -3.517
H -0.319 1.618 -4.471
H -0.422 4.183 -2.955
H 0.611 4.915 -0.812
H 1.187 3.258 0.929
H 3.535 -0.755 -0.078
H 4.427 -0.345 1.388
H 3.938 0.923 0.271
H 1.596 -2.263 1.938
H 0.555 -1.283 2.986
H 2.259 -1.511 3.377
H 2.486 2.514 2.428
H 2.867 1.295 3.624
H 1.186 1.752 3.354
N 1.778 -3.290 -0.559
C 0.521 -3.398 -0.098
N -0.382 -2.449 -0.227
C -1.598 -2.832 0.335
C -1.599 -4.048 0.910
S -0.049 -4.795 0.725
C -2.673 -1.852 0.190
C -3.952 -1.924 0.603
S -4.781 -0.464 0.201
C -3.332 0.160 -0.496
N -2.317 -0.672 -0.460
N -3.282 1.390 -1.044
H 2.063 -2.464 -1.057
H 2.446 -4.031 -0.447
H -2.404 -4.560 1.406
H -4.454 -2.725 1.114
H -4.036 2.034 -0.878
H -2.372 1.794 -1.210

=====

2.
61
Properties=species:S:1:pos:R:3 method="wB97M-V/def2-TZVPD" gap_ev="4.9 / 1.9" spin_multiplicity=2 homo_ev="-12.344 / -12.344" molar_mass_g_mol=607.328 total_charge=+1
C -1.011 14.331 7.055
N -0.894 13.474 8.320
O -0.848 12.228 8.287
O -0.533 14.135 9.319
H -0.036 14.267 6.571
H -1.371 15.342 7.246
H -1.751 13.844 6.420
C -2.989 18.047 5.181
N -3.140 19.535 5.313
O -2.738 20.098 4.314
O -3.672 20.057 6.358
H -3.817 17.731 4.546
H -3.142 17.580 6.154
H -1.996 17.728 4.867
C 3.324 13.164 1.146
N 4.008 14.328 0.631
O 3.433 15.387 0.705
O 5.077 14.211 -0.005
H 2.300 13.443 1.393
H 3.942 12.890 2.001
H 3.258 12.262 0.539
C -0.954 9.396 -2.158
C -0.488 10.156 -3.361
O -0.306 11.413 -2.755
C -0.158 11.261 -1.396
O 0.085 12.162 -0.619
O -0.530 10.046 -1.068
F -1.375 10.346 -4.367
H -0.750 8.325 -2.161
H -2.029 9.549 -2.064
H 0.446 9.633 -3.564
C -0.640 17.142 -4.407
C -1.423 15.976 -4.845
O -1.631 15.300 -3.653
C -0.814 15.745 -2.685
O -0.664 15.262 -1.560
O -0.067 16.771 -3.213
F -0.726 15.194 -5.657
H -1.324 17.977 -4.250
H 0.182 17.350 -5.092
H -2.307 16.314 -5.385
C 1.377 19.831 2.579
C 0.330 20.903 2.297
O -0.834 20.113 2.005
C -0.512 18.854 1.788
O -1.259 17.850 1.511
O 0.849 18.741 1.896
F 0.662 21.608 1.232
H 1.315 19.566 3.634
H 2.423 20.042 2.356
H 0.364 21.664 3.076
C -0.868 14.112 1.832
C -2.163 14.899 1.827
O -2.213 15.494 3.144
C -1.003 15.307 3.725
O -0.645 15.759 4.792
O -0.203 14.500 2.984
F -3.248 14.144 1.679
H -0.396 14.504 0.930
H -0.915 13.023 1.804
H -2.171 15.723 1.113

=====

3.
41
Properties=species:S:1:pos:R:3 method="wB97M-V/def2-TZVPD" gap_ev=6.8 homo_ev=-6.859 molar_mass_g_mol=436.498
Li -0.358 -0.406 -0.192
N -2.209 -1.197 -0.250
C -2.587 -1.388 1.146
C -1.758 -2.490 1.796
C -0.331 -2.059 2.119
N 0.502 -2.015 0.920
H -2.745 -0.421 -0.630
H -2.476 -2.023 -0.779
H -3.653 -1.645 1.238
H -2.412 -0.449 1.678
H -1.735 -3.360 1.135
H -2.245 -2.787 2.726
H 0.084 -2.753 2.865
H -0.349 -1.057 2.553
H 0.670 -2.969 0.610
H 1.406 -1.631 1.185
Te -0.258 2.054 0.789
Ge -0.540 2.955 -1.463
C 1.127 3.638 -2.230
C 2.081 2.798 -2.781
C 3.297 3.280 -3.228
C 3.593 4.626 -3.097
C 2.655 5.479 -2.542
C 1.435 4.985 -2.121
C -1.402 1.785 -2.803
C -0.752 0.664 -3.300
C -1.349 -0.170 -4.229
C -2.643 0.084 -4.651
C -3.320 1.181 -4.144
C -2.698 2.021 -3.239
H -1.444 4.197 -1.459
H 1.879 1.735 -2.853
H 4.013 2.602 -3.674
H 4.555 5.004 -3.413
H 2.873 6.533 -2.433
H 0.703 5.652 -1.678
H 0.259 0.440 -2.968
H -0.798 -1.011 -4.627
H -3.112 -0.558 -5.384
H -4.335 1.382 -4.463
H -3.229 2.885 -2.855

=====

4.
41
Properties=species:S:1:pos:R:3 method="wB97M-V/def2-TZVPD" gap_ev=8.8 homo_ev=-9.111 e_above_lowest_kj_mol=1270.3 molar_mass_g_mol=275.352 smiles="CCCCC(=O)Nc1ncc2c(n1)CC(C)(C)CC2=O"
C -0.852 1.776 4.766
C -0.388 0.810 3.550
C 1.084 0.267 3.662
C 1.496 -0.577 2.644
C 0.948 -1.768 2.847
O 0.703 -2.443 3.998
N 0.038 -2.395 1.896
C 0.117 -2.195 0.485
N -0.555 -2.902 -0.264
C -0.785 -2.909 -1.414
C -0.477 -1.819 -2.048
C 0.233 -0.676 -1.301
N 0.542 -1.039 0.052
C 0.753 0.421 -1.820
C 0.001 0.965 -3.117
C -1.585 1.414 -2.560
C 0.493 2.248 -3.517
C -0.122 0.107 -4.060
C -0.583 -1.322 -3.526
O -1.480 -2.032 -4.137
H -0.154 2.615 4.785
H -1.889 1.946 4.823
H -0.800 1.396 5.725
H -0.853 -0.102 3.704
H -0.793 1.260 2.760
H 1.234 -0.082 4.822
H 1.677 1.030 3.747
H 1.209 -0.227 1.697
H 2.581 -0.679 2.773
H -0.102 -3.417 2.006
H -1.479 -3.624 -2.099
H 1.691 0.483 -1.947
H 0.632 1.361 -0.990
H -1.359 2.268 -1.847
H -2.140 0.523 -2.022
H -2.094 1.668 -3.466
H 0.346 2.470 -4.500
H 0.713 3.074 -2.952
H 1.687 2.226 -3.912
H 0.875 -0.260 -4.281
H -0.565 0.139 -4.961

=====

5.
42
Properties=species:S:1:pos:R:3 method="wB97M-V/def2-TZVPD" gap_ev=9.4 homo_ev=-8.923 e_above_lowest_kj_mol=49.7 molar_mass_g_mol=307.419 smiles="Cc1cc(=O)[nH]c(SCC(=O)NCCC2=CCCCC2)n1"
C 3.259 0.268 -2.115
C 2.766 -0.565 -0.980
C 2.664 -1.922 -1.023
C 2.196 -2.672 0.112
O 2.055 -3.870 0.210
N 1.872 -1.845 1.212
C 1.977 -0.504 1.151
S 1.459 0.423 2.545
C 1.943 2.074 1.974
C 1.319 2.510 0.647
O 1.932 3.226 -0.113
N 0.040 2.138 0.477
C -0.714 2.436 -0.717
C -1.046 1.165 -1.512
C -1.736 0.139 -0.654
C -1.108 -0.960 -0.255
C -1.708 -2.012 0.625
C -3.226 -1.884 0.687
C -3.608 -0.426 0.917
C -3.163 0.419 -0.273
N 2.410 0.142 0.126
H 4.348 0.252 -2.133
H 2.937 1.296 -1.971
H 2.897 -0.115 -3.066
H 2.930 -2.482 -1.905
H 1.530 -2.307 2.046
H 3.027 2.102 1.875
H 1.631 2.760 2.764
H -0.369 1.463 1.108
H -1.633 2.957 -0.431
H -0.100 3.110 -1.319
H -1.686 1.444 -2.352
H -0.119 0.746 -1.906
H -0.090 -1.138 -0.575
H -1.288 -1.908 1.633
H -1.419 -3.000 0.260
H -3.659 -2.223 -0.256
H -3.622 -2.514 1.486
H -3.119 -0.067 1.826
H -4.686 -0.332 1.057
H -3.799 0.197 -1.137
H -3.293 1.480 -0.047

=====

6.
41
Properties=species:S:1:pos:R:3 method="wB97M-V/def2-TZVPD" gap_ev=8.3 homo_ev=-7.568 e_above_lowest_kj_mol=233.9 molar_mass_g_mol=291.420 smiles=COc1ccc(CN(CCN(C)C)c2nccs2)cc1
C -3.366 3.565 1.533
O -3.189 2.223 1.953
C -1.966 1.621 1.919
C -0.798 2.252 1.698
C 0.430 1.576 1.694
C 0.477 0.188 1.831
C 1.772 -0.548 1.803
N 1.792 -1.255 0.509
C 1.822 -0.454 -0.768
C 0.532 -0.480 -1.579
N 0.275 0.766 -2.328
C -1.113 1.215 -2.373
C 1.040 0.991 -3.571
C 1.637 -2.634 0.454
N 1.484 -3.243 -0.712
C 1.297 -4.651 -0.565
C 1.318 -5.086 0.738
S 1.601 -3.763 1.792
C -0.721 -0.476 2.014
C -1.950 0.208 2.030
H -3.042 3.681 0.502
H -4.406 3.850 1.613
H -2.783 4.230 2.190
H -0.772 3.336 1.518
H 1.317 2.198 1.521
H 2.639 0.153 1.828
H 1.868 -1.218 2.649
H 2.669 -0.749 -1.384
H 2.071 0.610 -0.555
H -0.289 -0.642 -0.872
H 0.488 -1.338 -2.267
H -1.448 1.261 -1.330
H -1.204 2.222 -2.808
H -1.687 0.493 -2.925
H 0.931 2.042 -3.917
H 0.747 0.339 -4.372
H 2.081 0.850 -3.358
H 1.032 -5.322 -1.378
H 1.076 -6.123 1.027
H -0.760 -1.574 2.126
H -2.901 -0.312 2.119

=====

7.
48
Properties=species:S:1:pos:R:3 method="wB97M-V/def2-TZVPD" gap_ev="6.2 / 8.1" spin_multiplicity=4 homo_ev="-6.006 / -8.064" e_above_lowest_kj_mol=28.9 molar_mass_g_mol=418.306
V -0.245 0.330 -0.300
N -1.357 0.206 1.550
C -2.536 -0.654 1.447
C -2.732 -1.083 -0.054
O -3.701 -1.767 -0.338
O -1.859 -0.634 -0.839
H -0.628 -0.257 2.090
H -1.570 1.093 2.003
H -3.450 -0.145 1.773
H -2.427 -1.573 2.032
C -2.170 -1.892 -3.685
O -0.807 -2.024 -3.284
C -0.190 -0.892 -2.953
O -0.623 0.228 -3.088
N 1.111 -1.136 -2.568
N 1.695 -0.073 -1.821
H -2.398 -2.752 -4.309
H -2.302 -0.959 -4.236
H -2.803 -1.889 -2.796
H 1.264 -2.067 -2.197
H 2.308 0.473 -2.431
H 2.234 -0.452 -1.046
C 2.351 2.118 2.374
C 1.772 0.968 1.575
O 1.018 1.291 0.617
C 2.030 -0.381 1.988
C 2.878 -0.638 3.083
C 3.124 -1.910 3.534
C 2.503 -2.994 2.908
C 1.671 -2.797 1.835
C 1.399 -1.500 1.327
O 0.599 -1.375 0.331
H 2.036 3.047 1.905
H 3.437 2.095 2.413
H 1.964 2.094 3.392
H 3.348 0.193 3.585
H 3.775 -2.068 4.382
H 2.673 -3.996 3.273
H 1.176 -3.627 1.346
N -2.309 2.164 -1.188
C -2.555 3.318 -1.847
C -1.337 3.914 -2.071
C -0.396 3.030 -1.528
N -1.004 1.978 -1.005
H -2.936 1.384 -1.033
H -3.551 3.639 -2.080
H -1.153 4.846 -2.566
H 0.674 3.126 -1.502

=====

8.
41
Properties=species:S:1:pos:R:3 method="wB97M-V/def2-TZVPD" gap_ev=3.6 homo_ev=-3.643 molar_mass_g_mol=281.328 total_charge=-1
C -0.452 2.320 1.255
O 0.051 1.069 0.805
C -0.994 0.192 0.428
C -0.538 -1.265 0.196
C 0.040 -1.990 1.449
C 1.363 -1.369 2.034
C 1.078 -0.736 3.464
C 1.919 0.571 3.658
C 3.468 0.267 3.493
C 3.998 1.227 2.374
O 4.331 2.372 2.738
O 4.052 0.840 1.173
H -1.434 2.176 1.776
H -0.663 3.008 0.398
H 0.251 2.757 1.988
H -1.863 0.201 1.139
H -1.418 0.592 -0.536
H 0.174 -1.378 -0.655
H -1.447 -1.840 -0.112
H -0.693 -2.109 2.279
H 0.290 -3.030 1.119
H 1.836 -0.596 1.393
H 2.101 -2.189 2.155
H -0.013 -0.564 3.610
H 1.399 -1.523 4.192
H 1.628 1.301 2.873
H 1.740 1.048 4.646
H 3.655 -0.799 3.255
H 3.989 0.541 4.436
C -0.985 0.372 -4.970
C -1.312 -0.015 -3.739
C -2.674 -0.508 -3.425
O -2.972 -0.858 -2.304
C -3.657 -0.554 -4.534
C -3.329 -0.167 -5.764
C -1.967 0.325 -6.078
O -1.669 0.676 -7.202
H 0.005 0.735 -5.218
H -0.607 0.011 -2.917
H -4.647 -0.917 -4.286
H -4.034 -0.193 -6.586